DFT (wB97M-V/def2-TZVPD) results for an isolated molecule of C4H5ClN2O2 in a non-equilibrium geometry.

Each line ends with the Löwdin charge.
Geometry (Å):
1 C 1.459 -0.676 -1.008  -0.261
2 C 1.201 0.711 1.025  -0.507
3 C -0.869 -0.559 0.279  -0.764
4 C -1.820 0.007 -0.759  -0.114
5 N 1.936 0.019 0.000  0.154
6 N -0.190 0.486 1.015  0.046
7 O 1.724 -1.319 -1.930  0.163
8 O 1.830 1.384 1.752  0.129
9 Cl -1.113 -2.116 0.948  0.658
10 H -2.720 0.449 -0.331  0.072
11 H -2.216 -0.830 -1.415  0.103
12 H -1.401 0.832 -1.131  0.020
13 H 2.835 0.446 -0.060  0.151
14 H -0.656 1.166 1.613  0.150

Kohn-Sham gap (alpha / beta) = 7.7 / 8.2 eV
Relative energy (zero: lowest compared OMol25 entry of this formula, charge and spin) = 3.077 eV